No. 1
The following is a quantum chemistry calculation of a molecular structure, C2HClFMnN9 in a non-equilibrium geometry, from the Open Molecules 2025 dataset.

Output
- Spin multiplicity: 2
- Kohn-Sham gap (spin up / spin down): 7.67 / 7.65 eV
- HOMO energy (spin up / spin down): -1.499 / -1.496 eV
- Largest force on an atom: 1.617 eV Å⁻¹
- Expectation value of S²: 0.802
- Molar mass: 260.482 g/mol
- Total charge: -2
- DFT total energy: -62062.1553 eV

CARTESIAN COORDINATES (ANGSTROEM)
Mn1 0.321 -0.037 -0.028
Cl1 1.765 -0.806 1.552
F1 1.060 0.460 -1.738
N1 -2.820 -2.912 -0.694
N2 -3.117 0.262 0.547
N3 -2.933 2.476 1.333
N4 -0.806 2.768 1.153
N5 -1.448 -1.312 -0.278
N6 -3.575 -1.919 -0.221
N7 -1.911 3.317 1.507
N8 -1.585 -2.566 -0.733
N9 -1.034 1.519 0.722
C1 -2.370 1.369 0.851
C2 -2.707 -0.940 0.035
H1 -4.108 0.348 0.712

***

No. 2
The following is a quantum chemistry calculation of 30 unconnected molecules or ions with the total composition H60O30 in a non-equilibrium geometry, from the Open Molecules 2025 dataset.

Output
- Kohn-Sham gap: 8.54 eV
- HOMO energy: -9.668 eV
- Largest force on an atom: 4.692 eV Å⁻¹
- Relative energy (zero: lowest compared OMol25 entry of this formula, charge and spin): 403.9 kJ/mol
- Molar mass: 540.450 g/mol
- DFT total energy: -62401.0828 eV

CARTESIAN COORDINATES (ANGSTROEM)
O1 0.658 -0.777 -5.131
O2 -3.108 2.533 2.865
O3 0.412 4.289 3.405
O4 -0.203 -3.668 -4.039
O5 -2.707 1.530 -0.583
O6 1.387 0.671 4.983
O7 0.843 0.501 1.718
O8 2.791 4.115 0.760
O9 2.268 -2.839 -0.047
O10 1.530 -0.972 -2.624
O11 1.462 -6.011 0.452
O12 -1.919 -0.194 2.138
O13 2.830 2.427 3.086
O14 3.261 -0.460 0.727
O15 -1.229 -2.490 3.610
O16 -1.067 2.931 -2.692
O17 1.495 -2.153 3.044
O18 4.205 0.161 -3.086
O19 -5.086 -0.356 -0.800
O20 -0.090 0.757 -0.913
O21 1.903 2.439 -1.156
O22 -1.640 -4.578 -0.084
O23 -2.200 -2.486 -2.616
O24 -1.424 1.003 4.707
O25 5.584 0.082 -0.850
O26 -0.494 3.636 0.885
O27 0.866 1.779 -4.472
O28 -2.504 -1.665 -0.086
O29 -3.668 0.605 -2.946
O30 -3.700 -3.529 2.854
H1 0.623 0.173 -4.918
H2 1.142 -1.038 -3.508
H3 -5.630 0.376 -1.077
H4 -0.867 -3.229 -3.524
H5 -1.037 0.907 -0.894
H6 -5.245 -1.084 -1.421
H7 -2.117 0.470 5.053
H8 3.106 -1.329 0.436
H9 0.835 -5.348 0.137
H10 -2.289 -3.883 -0.302
H11 0.344 1.577 -1.138
H12 0.355 2.199 -5.191
H13 1.602 -2.602 2.184
H14 -2.827 2.308 3.725
H15 -1.729 -5.323 -0.696
H16 2.162 -6.025 -0.191
H17 1.025 -0.301 -2.190
H18 2.228 1.874 3.626
H19 1.134 1.139 5.772
H20 0.101 4.231 2.503
H21 0.470 0.434 0.803
H22 -3.340 0.420 -3.835
H23 1.274 3.837 3.361
H24 2.295 0.263 5.151
H25 -2.594 0.474 2.286
H26 -2.173 -1.260 0.751
H27 5.155 0.675 -1.520
H28 -0.225 2.801 0.448
H29 1.832 0.446 1.622
H30 -0.364 -3.382 -4.981
H31 3.743 4.094 0.977
H32 -3.227 -1.152 -0.215
H33 -4.054 -3.045 3.616
H34 2.675 1.878 -1.293
H35 2.091 3.143 -0.529
H36 2.501 5.044 1.039
H37 -2.836 2.508 -0.590
H38 -2.267 -2.254 -1.677
H39 -2.722 -3.451 2.818
H40 2.494 2.555 2.219
H41 -0.544 0.607 4.690
H42 -2.628 -1.803 -3.157
H43 -1.546 -1.629 3.260
H44 6.277 0.634 -0.457
H45 -0.206 -1.076 -5.406
H46 3.495 -0.489 -3.094
H47 -1.949 2.614 -2.349
H48 -2.361 3.013 2.459
H49 1.623 -1.212 2.860
H50 3.915 -0.242 0.086
H51 -2.816 1.228 -1.482
H52 -0.296 -2.431 3.586
H53 2.962 -3.535 -0.046
H54 1.764 2.206 -4.486
H55 3.900 0.825 -3.746
H56 1.938 -2.582 -0.926
H57 -1.213 3.987 0.376
H58 -4.587 0.933 -2.949
H59 -0.734 2.204 -3.227
H60 -1.098 0.345 2.068

***

No. 3
The following is a quantum chemistry calculation of a molecular structure, C10H10N2O5Pd in a non-equilibrium geometry, from the Open Molecules 2025 dataset.

Output
- Spin multiplicity: 3
- Kohn-Sham gap (spin up / spin down): 7.70 / 7.36 eV
- HOMO energy (spin up / spin down): -7.855 / -8.405 eV
- Largest force on an atom: 1.358 eV Å⁻¹
- Expectation value of S²: 2.007
- Molar mass: 344.619 g/mol
- DFT total energy: -27225.4476 eV

CARTESIAN COORDINATES (ANGSTROEM)
Pd1 0.107 0.095 0.022
O1 3.940 0.206 6.963
O2 5.390 0.176 5.367
O3 0.104 -0.352 2.175
O4 -2.072 0.068 -0.723
O5 2.144 -0.499 0.156
N1 -3.718 1.574 -0.886
N2 4.244 0.127 5.785
C1 -0.196 2.221 -0.371
C2 2.868 -0.333 1.148
C3 -2.423 1.232 -0.926
C4 1.104 -0.270 2.944
C5 3.499 -0.128 3.489
C6 -1.425 2.315 -1.274
C7 1.861 -0.056 5.265
C8 2.492 -0.257 2.526
C9 3.200 -0.024 4.833
C10 0.860 -0.176 4.353
H1 -0.175 -0.205 4.656
H2 -1.898 3.302 -1.230
H3 1.656 0.021 6.321
H4 -1.121 2.129 -2.309
H5 3.950 -0.221 0.965
H6 0.692 2.658 -0.836
H7 -4.025 2.527 -0.988
H8 -0.388 2.673 0.613
H9 -4.402 0.864 -0.667
H10 4.536 -0.102 3.189

***

No. 4
The following is a quantum chemistry calculation of a molecular structure, C15H30NO5PPd in a non-equilibrium geometry, from the Open Molecules 2025 dataset.

Output
- Spin multiplicity: 5
- Kohn-Sham gap (spin up / spin down): 10.17 / 6.09 eV
- HOMO energy (spin up / spin down): -15.693 / -16.819 eV
- Largest force on an atom: 1.631 eV Å⁻¹
- Expectation value of S²: 6.020
- Molar mass: 441.801 g/mol
- Total charge: +2
- DFT total energy: -40518.3957 eV

CARTESIAN COORDINATES (ANGSTROEM)
Pd1 -0.203 -0.890 -0.063
P1 -0.489 1.379 -0.845
O1 0.836 -0.425 1.832
O2 0.259 -2.893 -0.818
O3 -1.181 -2.537 1.521
O4 2.969 0.308 2.026
O5 1.919 -1.492 -0.522
N1 1.891 -3.104 1.856
C1 2.150 -3.628 0.523
C2 0.742 -3.561 2.635
C3 2.678 -2.085 2.334
C4 -0.570 -3.789 1.896
C5 -2.063 -0.271 -2.380
C6 -1.566 1.185 -2.339
C7 -1.367 2.270 0.522
C8 -2.347 1.287 1.182
C9 0.687 3.649 -1.825
C10 1.883 1.456 -2.320
C11 -2.710 2.193 -2.397
C12 2.087 -0.486 1.976
C13 -0.375 2.841 1.532
C14 1.066 2.261 -1.310
C15 1.431 -2.645 -0.401
H1 1.406 1.428 -3.301
H2 0.254 2.058 1.958
H3 0.063 4.206 -1.125
H4 0.257 3.617 1.104
H5 -1.924 3.078 0.040
H6 -0.899 1.347 -3.190
H7 -1.229 -4.305 2.592
H8 -2.354 3.222 -2.351
H9 -3.443 2.035 -1.605
H10 1.624 2.340 -0.373
H11 -3.229 2.071 -3.349
H12 -0.445 -4.415 1.011
H13 -1.225 -0.980 -2.448
H14 -3.035 0.838 0.463
H15 3.678 -2.073 1.913
H16 -0.935 3.296 2.351
H17 0.564 -2.841 3.432
H18 1.757 -4.635 0.410
H19 3.217 -3.610 0.308
H20 -2.113 -2.720 1.349
H21 -2.948 1.811 1.925
H22 2.067 0.439 -1.982
H23 1.009 -4.515 3.105
H24 -1.801 0.495 1.709
H25 -2.684 -0.508 -1.510
H26 2.852 1.938 -2.449
H27 1.604 4.222 -1.972
H28 -2.681 -0.432 -3.264
H29 0.181 3.596 -2.790
H30 2.685 -2.026 3.423

***

No. 5
The following is a quantum chemistry calculation of 6 unconnected molecules or ions with the total composition C2H15O6 in a non-equilibrium geometry, from the Open Molecules 2025 dataset.

Output
- Kohn-Sham gap: 9.67 eV
- HOMO energy: -6.109 eV
- Largest force on an atom: 3.110 eV Å⁻¹
- Relative energy (zero: lowest compared OMol25 entry of this formula, charge and spin): 79.7 kJ/mol
- Molar mass: 135.136 g/mol
- Total charge: -1
- DFT total energy: -14603.9391 eV

CARTESIAN COORDINATES (ANGSTROEM)
O1 -2.602 -0.096 -0.619
O2 0.260 3.052 -2.200
O3 -0.462 -1.610 0.353
O4 -1.014 -0.745 -3.193
O5 1.147 2.173 0.868
O6 0.457 0.306 -1.028
C1 -0.388 -1.222 1.755
C2 1.051 -1.366 2.378
H1 -1.074 -1.964 2.215
H2 1.302 0.062 -1.548
H3 -0.404 -0.210 -2.632
H4 2.052 1.904 1.126
H5 0.494 2.100 -2.038
H6 -2.423 -0.994 -0.388
H7 -1.644 -1.021 -2.517
H8 -0.040 -0.886 -0.214
H9 -0.785 -0.226 2.140
H10 -1.620 0.198 -0.812
H11 1.825 -0.832 1.845
H12 0.894 1.487 0.139
H13 1.107 -1.064 3.413
H14 0.536 3.377 -1.379
H15 1.332 -2.423 2.336

***

No. 6
The following is a quantum chemistry calculation of a single C18H29N5S2 molecule in a non-equilibrium geometry, from the Open Molecules 2025 dataset.

Output
- Kohn-Sham gap: 8.05 eV
- HOMO energy: -7.627 eV
- Largest force on an atom: 18.935 eV Å⁻¹
- SMILES: CCN(CC)CCCNc1nc(SC)nc2sc3c(c12)CCN(C)C3
- Relative energy (zero: lowest compared OMol25 entry of this formula, charge and spin): 1690.2 kJ/mol
- Molar mass: 379.599 g/mol
- DFT total energy: -48241.1617 eV

CARTESIAN COORDINATES (ANGSTROEM)
S1 4.064 -0.880 0.188
S2 -0.121 -4.122 0.380
N1 1.861 -2.318 0.313
N2 -0.253 -1.601 -0.124
N3 -0.804 0.483 -0.556
N4 -5.023 0.910 0.024
N5 3.964 3.333 0.054
C1 0.281 -0.279 -0.432
C2 2.900 3.361 -0.990
C3 -6.481 2.068 1.609
C4 -4.256 0.062 0.778
C5 2.382 -1.044 0.081
C6 3.711 0.989 -0.148
C7 1.729 2.452 -0.670
C8 -5.484 -0.159 -2.039
C9 4.689 2.218 -0.211
C10 -5.390 2.057 0.903
C11 0.633 -2.589 -0.090
C12 3.752 3.670 1.384
C13 -2.840 0.199 0.908
C14 -6.031 0.317 -0.999
C15 1.494 -0.013 -0.082
C16 -2.137 0.047 -0.573
C17 1.415 -5.223 0.492
C18 2.300 1.324 -0.603
H1 3.243 4.794 1.277
H2 -6.502 -0.163 -0.400
H3 -5.518 2.795 -0.093
H4 1.220 3.092 0.214
H5 -2.264 -0.493 1.337
H6 3.031 2.953 1.680
H7 1.135 2.484 -1.721
H8 -6.650 3.011 2.168
H9 -6.314 -0.510 -2.770
H10 -2.571 0.781 -1.214
H11 1.532 -5.782 1.382
H12 -4.507 2.586 1.175
H13 -6.616 1.261 -1.029
H14 -2.246 -0.700 -1.150
H15 5.271 2.052 0.714
H16 -4.774 0.641 -2.711
H17 -7.445 2.004 1.235
H18 1.603 -6.018 -0.332
H19 5.273 1.942 -0.974
H20 -2.700 1.266 1.296
H21 4.675 3.818 1.903
H22 -0.434 1.396 -0.485
H23 -6.218 1.222 2.453
H24 -4.666 -0.111 1.643
H25 2.560 4.539 -0.670
H26 3.288 3.336 -1.956
H27 -4.768 -1.037 -1.905
H28 -4.420 -0.950 0.215
H29 2.237 -4.422 0.456

***

No. 7
The following is a quantum chemistry calculation of a molecular structure, C24H28AuFN5O4 in a non-equilibrium geometry, from the Open Molecules 2025 dataset.

Output
- Spin multiplicity: 2
- Kohn-Sham gap (spin up / spin down): 7.49 / 5.55 eV
- HOMO energy (spin up / spin down): -12.679 / -12.681 eV
- Largest force on an atom: 2.920 eV Å⁻¹
- Relative energy (zero: lowest compared OMol25 entry of this formula, charge and spin): 113.6 kJ/mol
- Expectation value of S²: 0.763
- Molar mass: 666.484 g/mol
- Total charge: +2
- DFT total energy: -47375.5592 eV

CARTESIAN COORDINATES (ANGSTROEM)
Au1 -0.449 0.060 -0.483
F1 -3.682 -4.443 -3.212
O1 0.012 -0.396 1.906
O2 -0.405 -1.946 -0.483
O3 1.839 0.046 -0.543
O4 0.809 -2.074 3.177
N1 -0.859 1.935 -0.808
N2 -4.912 -6.386 -1.462
N3 -2.613 -4.216 2.205
N4 -6.180 -8.645 -2.632
N5 2.472 -0.568 0.400
C1 -6.721 -7.272 -2.819
C2 -1.172 4.974 -2.493
C3 -4.059 -5.343 -1.042
C4 -2.168 -3.482 -0.058
C5 -3.434 -4.434 -1.885
C6 -2.516 -3.509 -1.419
C7 3.424 -2.548 1.281
C8 -5.566 -6.276 -2.750
C9 2.709 -1.891 0.308
C10 -4.390 -7.724 -1.241
C11 -2.038 4.071 -1.605
C12 -1.682 -3.313 2.647
C13 3.623 -0.486 2.470
C14 -1.121 -2.608 0.382
C15 -1.370 2.900 -1.164
C16 -5.519 -8.745 -1.306
C17 2.900 0.127 1.474
C18 -0.969 -2.542 1.788
C19 0.089 -1.531 2.368
C20 3.906 -1.843 2.378
C21 -3.791 -5.228 0.344
C22 -2.874 -4.322 0.852
C23 -4.639 -4.341 3.616
C24 -3.316 -4.987 3.211
H1 -2.376 4.623 -0.720
H2 -3.920 -7.768 -0.259
H3 -5.478 -8.821 -3.365
H4 -5.126 -9.750 -1.156
H5 -5.105 -4.949 4.385
H6 -0.785 4.428 -3.349
H7 -7.219 -7.196 -3.785
H8 -7.445 -7.077 -2.027
H9 -5.963 -5.267 -2.866
H10 3.955 0.093 3.319
H11 -1.532 -3.248 3.711
H12 -2.034 -2.837 -2.108
H13 -2.921 3.736 -2.161
H14 3.600 -3.609 1.187
H15 -2.670 -5.054 4.088
H16 -4.878 -6.463 -3.589
H17 -0.341 5.391 -1.930
H18 2.646 1.178 1.483
H19 4.490 -2.336 3.140
H20 -1.791 5.789 -2.855
H21 -4.351 -5.864 1.006
H22 -3.618 -7.979 -1.988
H23 -4.471 -3.344 4.016
H24 -5.319 -4.263 2.771
H25 -3.475 -6.003 2.843
H26 -6.923 -9.348 -2.723
H27 2.302 -2.378 -0.568
H28 -6.263 -8.534 -0.537

***

No. 8
The following is a quantum chemistry calculation of 2 unconnected molecules or ions with the total composition C4H5I in a non-equilibrium geometry, from the Open Molecules 2025 dataset.

Output
- Kohn-Sham gap (spin up / spin down): 7.37 / 9.27 eV
- HOMO energy (spin up / spin down): -7.779 / -9.678 eV
- Largest force on an atom: 3.089 eV Å⁻¹
- Relative energy (zero: lowest compared OMol25 entry of this formula, charge and spin): 454.5 kJ/mol
- Molar mass: 179.988 g/mol
- DFT total energy: -12323.3590 eV

CARTESIAN COORDINATES (ANGSTROEM)
I1 1.953 -1.254 -1.686
C1 0.675 -0.118 -0.551
C2 -0.063 -0.578 0.711
C3 -0.477 0.704 -0.845
C4 -1.126 0.441 0.295
H1 -2.123 0.428 0.733
H2 0.314 -0.441 1.658
H3 -0.560 -1.532 0.675
H4 -0.795 1.070 -1.735
H5 2.202 1.281 0.745

***

No. 9
The following is a quantum chemistry calculation of 10 unconnected molecules or ions with the total composition C32H75F2INO13S2Si in a non-equilibrium geometry, from the Open Molecules 2025 dataset.

Output
- Kohn-Sham gap: 7.46 eV
- HOMO energy: -5.790 eV
- Largest force on an atom: 6.933 eV Å⁻¹
- Molar mass: 939.066 g/mol
- Total charge: -1
- DFT total energy: -105577.6040 eV

CARTESIAN COORDINATES (ANGSTROEM)
I1 -3.202 -3.744 -0.878
S1 -0.900 -0.112 -2.699
S2 -2.917 -0.969 -4.607
Si1 0.717 0.719 1.014
F1 1.816 -0.482 -2.684
F2 1.042 1.212 -4.176
O1 -3.724 0.388 -4.572
O2 -0.823 -1.273 -1.632
O3 4.543 -0.920 -1.200
O4 -3.613 0.375 3.632
O5 7.172 -0.242 -7.004
O6 -4.757 -0.440 6.250
O7 -3.019 -1.440 -6.110
O8 -5.257 3.279 6.878
O9 4.394 0.828 -5.210
O10 -2.243 -6.337 -3.516
O11 5.558 -2.875 2.478
O12 -2.121 5.424 2.131
O13 -1.863 1.014 -2.254
N1 -1.213 -0.778 -4.282
C1 -3.941 -1.979 -2.010
C2 -0.177 -7.355 -2.825
C3 5.734 -1.343 -3.245
C4 4.249 1.855 -6.180
C5 1.092 1.868 -1.738
C6 -2.900 5.018 1.015
C7 -0.160 -3.719 2.286
C8 7.118 -1.245 1.647
C9 2.005 -2.122 0.390
C10 5.087 -1.947 -2.016
C11 8.036 0.805 -7.421
C12 5.661 -1.600 1.860
C13 1.036 -4.579 1.551
C14 4.116 3.199 -5.495
C15 -5.319 5.467 7.872
C16 -6.595 -1.151 7.626
C17 1.892 1.401 -0.350
C18 -5.562 -1.876 -1.622
C19 -1.573 -7.581 -3.369
C20 -4.317 1.607 3.642
C21 -5.962 4.512 6.888
C22 -6.100 -0.148 6.605
C23 0.829 -1.233 1.167
C24 -3.762 -2.322 -3.603
C25 1.340 1.387 2.751
C26 -4.264 5.676 1.069
C27 -3.675 2.563 4.626
C28 -1.121 1.272 0.870
C29 9.043 1.110 -6.331
C30 -0.251 -2.089 2.093
C31 0.854 0.638 -2.793
C32 2.117 -3.763 0.571
H1 -3.650 0.009 4.532
H2 -1.723 -5.795 -4.134
H3 2.399 2.404 0.053
H4 5.133 -1.641 0.903
H5 -2.154 -8.203 -2.682
H6 0.718 0.834 3.594
H7 5.130 1.840 -6.827
H8 -5.586 -1.878 -0.429
H9 -1.626 1.383 1.945
H10 3.368 1.638 -6.792
H11 2.485 1.138 2.864
H12 6.023 -2.826 3.330
H13 3.883 -0.442 -1.731
H14 -1.241 2.341 0.358
H15 -5.997 -0.851 -2.012
H16 -0.928 -4.268 2.980
H17 6.527 -0.645 -2.959
H18 -2.990 3.927 1.028
H19 7.656 -1.224 2.600
H20 0.352 -8.304 -2.702
H21 -3.290 -3.401 -3.764
H22 9.720 1.912 -6.639
H23 6.718 0.056 -6.197
H24 1.144 2.541 2.888
H25 -6.716 -0.172 5.701
H26 -5.324 5.044 8.882
H27 -7.628 -0.937 7.914
H28 -5.294 2.913 7.778
H29 -1.780 0.463 0.296
H30 -6.132 0.865 7.016
H31 -1.539 -8.079 -4.342
H32 9.635 0.219 -6.095
H33 2.817 -1.631 -0.324
H34 -4.203 3.520 4.642
H35 8.537 1.410 -5.408
H36 7.214 -0.267 1.167
H37 8.545 0.485 -8.334
H38 -2.370 5.310 0.104
H39 -7.005 4.317 7.153
H40 -4.866 -2.408 -4.049
H41 -4.290 2.024 2.630
H42 -5.966 -1.129 8.523
H43 -3.463 -0.970 -1.660
H44 7.431 1.687 -7.654
H45 4.995 3.403 -4.875
H46 4.284 -2.636 -2.294
H47 3.247 3.211 -4.829
H48 0.402 -6.714 -3.499
H49 -5.848 6.424 7.889
H50 2.800 0.675 -0.616
H51 1.098 -5.749 1.729
H52 -6.166 -2.815 -1.990
H53 1.842 2.623 -2.272
H54 3.602 0.844 -4.645
H55 -4.165 6.766 1.069
H56 6.162 -2.122 -3.883
H57 -3.680 2.140 5.636
H58 5.826 -2.497 -1.426
H59 2.944 -4.417 0.027
H60 -4.740 -1.338 5.878
H61 -5.361 1.413 3.907
H62 -1.105 -1.483 2.624
H63 0.139 2.497 -1.478
H64 5.003 -0.773 -3.828
H65 -5.935 4.928 5.877
H66 -0.219 -6.844 -1.858
H67 -2.597 5.153 2.935
H68 -2.628 2.742 4.361
H69 -4.272 5.646 7.607
H70 -4.789 5.404 1.991
H71 4.008 4.002 -6.229
H72 -4.875 5.376 0.214
H73 -6.544 -2.169 7.226
H74 5.166 -0.860 2.497
H75 7.609 -1.996 1.020